# 1
{
  "formula": "C4H8O2",
  "method": "the ωB97M-V functional and the def2-TZVPD basis",
  "species": ["O", "C", "C", "C", "O", "C", "H", "H", "H", "H", "H", "H", "H", "H"],
  "xyz": [[-1.369, -0.223, -2.393], [-0.219, -0.569, 0.389], [1.107, -0.913, 1.012], [1.042, 0.139, -0.040], [0.623, 1.389, 0.499], [-0.653, 0.810, 0.856], [-1.815, 0.625, -2.498], [-0.850, -1.276, -0.134], [1.520, -1.866, 0.689], [1.330, -0.626, 2.038], [-0.533, -0.002, -1.964], [1.625, 0.151, -0.958], [-0.890, 0.941, 1.918], [-1.451, 1.236, 0.237]],
  "relative_energy_kj_mol": 293.12,
  "gap_ev": 10.427,
  "total_charge": 0,
  "largest_force_ev_per_a": 0.41,
  "homo_ev": -9.53,
  "energy_ev": -8370.244
}

***

# 2
{
  "formula": "C46H44N5O3P2RhS2",
  "method": "the ωB97M-V functional and the def2-TZVPD basis",
  "species": ["Rh", "C", "N", "P", "C", "C", "C", "C", "C", "C", "C", "C", "C", "C", "C", "C", "P", "C", "C", "C", "C", "C", "C", "C", "C", "C", "C", "C", "C", "H", "H", "H", "H", "H", "H", "H", "H", "H", "H", "H", "H", "H", "H", "H", "H", "H", "H", "H", "H", "H", "H", "H", "C", "C", "C", "C", "N", "C", "S", "N", "H", "H", "H", "H", "H", "C", "N", "C", "C", "C", "C", "C", "C", "C", "C", "H", "H", "H", "H", "H", "H", "H", "H", "H", "H", "H", "H", "O", "S", "O", "N", "C", "O", "C", "C", "C", "C", "C", "C", "H", "H", "H", "H"],
  "xyz": [[-0.011, -0.514, 0.922], [-1.490, -3.838, 1.093], [-1.518, -2.907, -0.062], [-2.501, -1.285, 0.563], [-4.103, -2.218, 0.613], [-5.223, -1.704, 1.270], [-6.457, -2.333, 1.166], [-6.604, -3.487, 0.414], [-5.499, -4.011, -0.240], [-4.267, -3.384, -0.146], [-2.586, -0.361, -1.019], [-1.633, 0.639, -1.218], [-1.595, 1.378, -2.388], [-2.530, 1.121, -3.379], [-3.497, 0.143, -3.187], [-3.533, -0.595, -2.013], [0.036, -2.336, -0.500], [0.024, -2.241, -2.317], [-1.093, -2.493, -3.101], [-0.983, -2.496, -4.485], [0.244, -2.269, -5.087], [1.369, -2.031, -4.305], [1.259, -2.000, -2.924], [1.111, -3.811, -0.358], [0.729, -4.973, -1.033], [1.512, -6.111, -0.952], [2.691, -6.094, -0.213], [3.082, -4.938, 0.442], [2.291, -3.796, 0.375], [-2.498, -3.967, 1.481], [-0.852, -3.486, 1.913], [-1.117, -4.812, 0.784], [-5.151, -0.805, 1.859], [-7.312, -1.901, 1.672], [-7.570, -3.969, 0.333], [-5.597, -4.910, -0.837], [-3.429, -3.795, -0.689], [-0.908, 0.867, -0.430], [-0.844, 2.150, -2.520], [-2.514, 1.695, -4.297], [-4.233, -0.049, -3.959], [-4.297, -1.347, -1.875], [-2.045, -2.699, -2.626], [-1.857, -2.690, -5.095], [0.330, -2.281, -6.167], [2.331, -1.873, -4.774], [2.135, -1.816, -2.307], [-0.179, -4.976, -1.627], [1.209, -7.013, -1.468], [3.307, -6.984, -0.157], [4.005, -4.920, 1.011], [2.597, -2.889, 0.875], [2.980, 7.240, 1.269], [2.053, 6.327, 2.007], [1.937, 6.302, 3.400], [1.125, 5.390, 4.012], [0.433, 4.476, 3.205], [0.512, 4.638, 1.845], [-0.580, 3.556, 1.010], [1.259, 5.479, 1.242], [3.229, 8.113, 1.874], [2.516, 7.573, 0.338], [3.916, 6.732, 1.006], [2.474, 7.026, 4.001], [0.930, 5.347, 5.074], [3.217, 3.205, -2.043], [2.562, 1.971, -2.421], [3.215, 1.215, -3.460], [1.861, 1.229, -1.396], [2.660, 0.537, -0.300], [4.051, 0.609, -0.282], [4.801, 0.044, 0.741], [4.158, -0.611, 1.776], [2.772, -0.718, 1.756], [2.011, -0.155, 0.735], [3.297, 3.854, -2.920], [4.232, 3.072, -1.637], [2.621, 3.725, -1.296], [3.492, 1.888, -4.275], [2.522, 0.474, -3.854], [4.128, 0.684, -3.140], [1.242, 0.477, -1.896], [1.190, 1.924, -0.892], [4.570, 1.119, -1.083], [5.881, 0.120, 0.728], [4.723, -1.039, 2.598], [2.284, -1.250, 2.568], [-3.240, 3.200, 4.201], [-2.931, 3.336, 2.801], [-3.216, 4.582, 2.162], [-3.563, 2.082, 1.948], [-2.699, 1.096, 1.995], [-3.143, -0.123, 1.662], [-1.386, 1.334, 2.476], [-0.407, 0.391, 2.890], [0.702, 0.930, 3.687], [0.794, 2.207, 4.050], [-0.215, 3.273, 3.688], [-1.167, 2.808, 2.587], [-0.781, -0.583, 3.211], [1.438, 0.231, 4.065], [1.606, 2.545, 4.686], [-0.802, 3.536, 4.574]],
  "relative_energy_kj_mol": 250.99,
  "gap_ev": [5.164, 5.917],
  "total_charge": 0,
  "s2": 6.045,
  "largest_force_ev_per_a": 1.26,
  "homo_ev": [-5.25, -8.07],
  "energy_ev": -105260.646,
  "spin_multiplicity": 5
}

***

# 3
{
  "formula": "C24H32N2O2S",
  "method": "the ωB97M-V functional and the def2-TZVPD basis",
  "species": ["C", "S", "C", "C", "C", "N", "C", "O", "C", "C", "C", "C", "O", "C", "C", "C", "N", "C", "C", "C", "C", "C", "C", "C", "C", "C", "C", "C", "C", "H", "H", "H", "H", "H", "H", "H", "H", "H", "H", "H", "H", "H", "H", "H", "H", "H", "H", "H", "H", "H", "H", "H", "H", "H", "H", "H", "H", "H", "H", "H", "H"],
  "xyz": [[-4.721, 8.210, 2.516], [-4.487, 6.411, 2.500], [-2.744, 6.322, 1.978], [-1.780, 6.626, 3.114], [-0.324, 6.549, 2.644], [0.030, 5.238, 2.160], [0.155, 4.972, 0.833], [0.052, 5.840, -0.014], [0.431, 3.551, 0.492], [0.083, 3.112, -0.781], [0.303, 1.809, -1.182], [0.903, 0.906, -0.306], [1.192, -0.388, -0.568], [0.857, -0.968, -1.821], [1.683, -2.248, -1.950], [1.226, -3.283, -0.927], [-0.178, -3.593, -1.130], [-0.613, -4.756, -0.377], [-0.429, -6.053, -1.185], [1.003, -6.490, -1.299], [1.668, -7.007, -0.192], [2.993, -7.393, -0.280], [3.673, -7.274, -1.480], [3.018, -6.771, -2.591], [1.693, -6.383, -2.500], [-0.978, -2.408, -0.884], [-0.631, -1.325, -1.903], [1.275, 1.351, 0.967], [1.042, 2.649, 1.362], [-5.771, 8.385, 2.725], [-4.111, 8.661, 3.293], [-4.464, 8.614, 1.541], [-2.607, 5.303, 1.617], [-2.605, 7.009, 1.143], [-1.948, 5.916, 3.927], [-1.963, 7.630, 3.502], [-0.163, 7.237, 1.811], [0.343, 6.821, 3.468], [-0.023, 4.475, 2.814], [-0.370, 3.820, -1.459], [0.010, 1.512, -2.177], [1.129, -0.276, -2.630], [1.551, -2.650, -2.954], [2.737, -2.020, -1.794], [1.810, -4.195, -1.050], [1.404, -2.888, 0.088], [-0.087, -4.839, 0.587], [-1.680, -4.648, -0.165], [-1.003, -6.840, -0.688], [-0.848, -5.893, -2.179], [1.140, -7.107, 0.746], [3.496, -7.791, 0.590], [4.707, -7.577, -1.549], [3.542, -6.680, -3.531], [1.187, -5.985, -3.367], [-2.034, -2.668, -0.988], [-0.816, -2.009, 0.134], [-0.841, -1.694, -2.907], [-1.246, -0.444, -1.714], [1.758, 0.648, 1.628], [1.373, 2.962, 2.341]],
  "relative_energy_kj_mol": 0.00,
  "gap_ev": 9.121,
  "total_charge": 0,
  "smiles": "CSCCCNC(=O)c1ccc(OC2CCN(CCc3ccccc3)CC2)cc1",
  "largest_force_ev_per_a": 0.76,
  "homo_ev": -8.41,
  "energy_ev": -43318.646
}

***

# 4
{
  "formula": "C4H4F2",
  "method": "the ωB97M-V functional and the def2-TZVPD basis",
  "species": ["C", "C", "C", "C", "F", "F", "H", "H", "H", "H"],
  "xyz": [[2.514, 0.218, 0.147], [1.252, 0.445, 0.069], [-0.309, 0.478, 0.195], [-1.143, -0.681, -0.382], [-0.852, 1.760, -0.123], [-0.601, 0.228, 1.572], [3.524, 0.299, 0.090], [-0.811, -1.738, -0.063], [-1.447, -0.486, -1.504], [-2.128, -0.524, -0.001]],
  "relative_energy_kj_mol": 183.81,
  "gap_ev": 11.698,
  "total_charge": 0,
  "smiles": "C#CC(C)(F)F",
  "largest_force_ev_per_a": 9.82,
  "homo_ev": -10.80,
  "energy_ev": -9644.547
}

***

# 5
{
  "formula": "CH3BrN2O",
  "method": "the ωB97M-V functional and the def2-TZVPD basis",
  "species": ["H", "N", "N", "O", "C", "Br", "H", "H"],
  "xyz": [[1.573, 1.844, 0.081], [1.640, 1.253, -0.757], [0.896, 0.289, -0.664], [0.083, 0.248, 0.540], [-0.759, -0.776, 0.366], [-2.057, -0.350, -0.893], [-1.211, -0.908, 1.357], [-0.166, -1.602, -0.030]],
  "relative_energy_kj_mol": 16.87,
  "gap_ev": 10.757,
  "total_charge": 0,
  "smiles": "[H]/N=N\\OCBr",
  "largest_force_ev_per_a": 3.67,
  "homo_ev": -10.26,
  "energy_ev": -76153.028
}

***

# 6
{
  "formula": "C4H7N2",
  "method": "the ωB97M-V functional and the def2-TZVPD basis",
  "species": ["C", "N", "C", "C", "N", "C", "H", "H", "H", "H", "H", "H", "H"],
  "xyz": [[1.320, -2.343, -1.470], [0.388, -1.758, -0.905], [-0.377, -1.063, -0.279], [-0.099, 0.302, 0.147], [-0.989, 0.861, 0.914], [-0.758, 2.235, 1.242], [2.091, -2.822, -0.812], [1.119, -2.241, -2.626], [-1.284, -1.604, 0.001], [0.847, 0.736, -0.154], [-0.895, 2.263, 2.249], [0.237, 2.614, 0.776], [-1.599, 2.820, 0.918]],
  "relative_energy_kj_mol": 384.74,
  "gap_ev": 9.637,
  "total_charge": 1,
  "smiles": "C=[N+]=C/C=N/C",
  "largest_force_ev_per_a": 3.75,
  "homo_ev": -14.83,
  "energy_ev": -7231.751
}